The following is a quantum chemistry calculation of a molecular structure, CH5N2O3PS at a distorted geometry, from the Open Molecules 2025 dataset.

```
13
Properties=species:S:1:pos:R:3:forces:R:3:mulliken_charge:R:1
O 2.9727 0.7743 0.1821 -0.714 -0.977 -0.209 -0.5338
H -0.3218 2.9318 1.5880 -0.291 1.481 1.746 -0.1854
O 1.7324 -1.4639 0.0424 0.476 1.116 0.302 -0.5060
S 1.7932 -0.0223 -0.0596 0.103 -0.133 -1.489 1.0057
P 0.0542 1.0466 -0.3360 -0.174 -0.169 -0.526 0.2112
H -1.4645 -2.1549 -1.1218 -1.363 -3.719 0.929 0.2238
H -1.6097 -1.4680 1.3168 -0.327 0.086 0.139 0.2246
N -1.2486 -0.5503 1.0620 -0.647 -0.409 2.049 -0.5820
H -0.4229 3.4528 2.2090 0.269 -1.376 -1.627 0.1459
H -0.4135 -1.1968 -1.9457 -1.394 0.059 1.200 0.2605
O 1.0792 0.3624 -1.5751 1.050 0.443 1.212 -0.4167
C -0.9651 -0.4469 -0.1410 0.156 -0.516 -1.749 0.5863
N -1.1855 -1.2647 -1.2211 2.857 4.115 -1.978 -0.4341
```
Forces are in eV/Å.

Properties
HOMO = -10.129 eV
orbital gap = 9.3 eV
ΔE to the lowest compared entry with this formula, charge and spin = 42.5 kcal per mole